# 1
Entry from the OMol25 dataset: a gas-phase ion, C3H6N (charge +1) at a distorted geometry (ωB97M-V with the def2-TZVPD basis set).

Geometry as XYZ:
```
10
C3H6N | the OMol25 dataset | ωB97M-V with the def2-TZVPD basis set
C -0.2840 0.7391 -1.8321
C -0.4018 0.6187 -0.4470
N -0.1871 -0.2770 0.6805
C 0.0091 -0.1696 2.0560
H -0.2929 1.7933 -2.1541
H 0.4396 0.2414 -2.3628
H -1.2580 0.5012 -2.1571
H 0.7599 -0.7926 2.6066
H 0.3259 0.7980 2.3992
H -1.0358 -0.4722 2.4445
```

Output
* relative energy (zero: lowest compared OMol25 entry of this formula, charge and spin): 375.7 kJ/mol
* gap between HOMO and LUMO (alpha / beta): 9.09 / 9.09 eV
* charge: +1
* SMILES: CC#[N+]C

# 2
Entry from the OMol25 dataset: a molecular structure, C3H6N at a distorted geometry (ωB97M-V with the def2-TZVPD basis set).

Geometry as XYZ:
```
10
C3H6N | the OMol25 dataset | ωB97M-V with the def2-TZVPD basis set
C 2.2620 0.8677 -0.5962
C 1.1233 0.7633 -0.2252
C -0.6913 -0.7435 0.0720
N -0.1341 0.5825 0.2395
H 3.1056 1.4078 -1.0469
H -0.0120 -1.4731 0.1412
H -1.6351 -1.0633 0.5573
H -1.0987 -0.8466 -0.9794
H -0.7110 1.2438 -0.1374
H -0.2523 0.6677 1.5171
```

Output
* relative energy (zero: lowest compared OMol25 entry of this formula, charge and spin): 322.5 kJ/mol
* gap between HOMO and LUMO: 10.97 eV
* charge: +1

# 3
Entry from the OMol25 dataset: a molecular structure, C3H6N2 at a distorted geometry (ωB97M-V with the def2-TZVPD basis set).

Geometry as XYZ:
```
11
C3H6N2 | the OMol25 dataset | ωB97M-V with the def2-TZVPD basis set
C 0.4270 -0.6125 -0.2401
C 2.2199 -0.0388 0.1744
C -0.8817 -1.2101 0.1758
N -0.7230 0.0165 -0.4043
N -1.2682 1.2021 0.1081
H 2.1993 0.9494 -0.2972
H 3.0620 -0.6634 -0.0612
H -1.4077 -1.9945 -0.4362
H -1.1419 -1.2357 1.1968
H -0.6111 1.8797 0.4066
H -1.8747 1.7074 -0.6227
```

Output
* relative energy (zero: lowest compared OMol25 entry of this formula, charge and spin): 737.7 kJ/mol
* gap between HOMO and LUMO (alpha / beta): 7.82 / 7.80 eV

# 4
Entry from the OMol25 dataset: C3H6N2 in the gas phase at a distorted geometry (ωB97M-V with the def2-TZVPD basis set).

Geometry as XYZ:
```
11
C3H6N2 | the OMol25 dataset | ωB97M-V with the def2-TZVPD basis set
C 2.0919 -0.3118 0.2792
N 0.8094 -0.2477 0.6724
N 0.1463 0.5447 -0.3362
C -0.9035 -0.3832 -0.6838
C -1.3611 0.6198 0.3236
H 2.4320 -0.8755 1.1488
H 2.5366 0.0726 -0.7034
H -0.9011 -1.4229 -0.1366
H -1.5386 -0.4346 -1.6993
H -1.2936 0.9109 1.4165
H -2.0182 1.5275 -0.2813
```

Output
* relative energy (zero: lowest compared OMol25 entry of this formula, charge and spin): 523.5 kJ/mol
* gap between HOMO and LUMO: 10.52 eV
* SMILES: C=NN1CC1

# 5
Entry from the OMol25 dataset: a molecular structure, C3H6N2 at a distorted geometry (ωB97M-V with the def2-TZVPD basis set).

Geometry as XYZ:
```
11
C3H6N2 | the OMol25 dataset | ωB97M-V with the def2-TZVPD basis set
N -0.6864 1.1051 1.0337
C -1.3295 0.5899 -0.0287
C 0.7478 -0.0444 -0.7003
C 1.1352 -1.2914 -0.2480
N -0.6454 0.0066 -0.9724
H -1.2838 1.4067 1.7932
H 0.5450 0.7378 0.6166
H -2.4162 0.5823 -0.0818
H 1.3865 0.4612 -1.4356
H 0.3927 -2.0436 -0.0197
H 2.1540 -1.5103 0.0430
```

Output
* relative energy (zero: lowest compared OMol25 entry of this formula, charge and spin): 341.1 kJ/mol
* gap between HOMO and LUMO: 8.49 eV

# 6
Entry from the OMol25 dataset: C3H6N2 in the gas phase at a distorted geometry (ωB97M-V with the def2-TZVPD basis set).

Geometry as XYZ:
```
11
C3H6N2 | the OMol25 dataset | ωB97M-V with the def2-TZVPD basis set
C 1.9082 0.2188 0.0074
N 1.2194 -0.9828 -0.3993
N -0.2423 -0.8777 -0.5361
C -0.8762 -0.5065 0.6011
C -1.1244 0.3745 -0.5602
H 3.0285 0.1850 0.1081
H 1.2821 1.2229 0.1384
H -1.8297 -0.8725 0.5673
H -0.6043 -0.1826 1.7652
H -1.9589 -0.0329 -1.1027
H -0.8024 1.4537 -0.5892
```

Output
* relative energy (zero: lowest compared OMol25 entry of this formula, charge and spin): 585.3 kJ/mol
* gap between HOMO and LUMO: 9.27 eV
* SMILES: C=NN1CC1

# 7
Entry from the OMol25 dataset: C3H6N2 in the gas phase at a distorted geometry (ωB97M-V with the def2-TZVPD basis set).

Geometry as XYZ:
```
11
C3H6N2 | the OMol25 dataset | ωB97M-V with the def2-TZVPD basis set
C -1.3848 0.7376 -0.5333
C -1.2238 0.2501 0.7120
C 0.0627 -0.3382 0.8022
N 0.7725 0.1385 -0.1475
N 2.0265 -0.2775 -0.4053
H -0.8022 0.6618 -1.4474
H -2.3025 1.1982 -0.6106
H -1.8996 0.2104 1.5996
H 0.1300 -1.2082 1.3300
H 2.2182 -0.0953 -1.3290
H 2.4030 -1.2774 0.0293
```

Output
* relative energy (zero: lowest compared OMol25 entry of this formula, charge and spin): 383.3 kJ/mol
* gap between HOMO and LUMO: 9.03 eV
* SMILES: C=C/C=N/N

# 8
Entry from the OMol25 dataset: 2 unconnected molecules or ions with the total composition C3H6N2 at a distorted geometry (ωB97M-V with the def2-TZVPD basis set).

Geometry as XYZ:
```
11
C3H6N2 | the OMol25 dataset | ωB97M-V with the def2-TZVPD basis set
C 1.3624 -0.4526 -0.3741
N 0.1873 0.1569 0.1867
C -0.1372 1.3551 -0.0328
C -2.9833 -1.0599 0.3179
N -1.9045 -1.0993 0.7767
H 1.0388 -1.2360 -1.0686
H 1.9163 -0.9383 0.4329
H 1.9990 0.2654 -0.8994
H -0.9365 -0.7221 0.7380
H -1.0851 1.7157 0.3746
H 0.4721 2.0357 -0.6344
```

Output
* relative energy (zero: lowest compared OMol25 entry of this formula, charge and spin): 219.3 kJ/mol
* gap between HOMO and LUMO: 11.09 eV

| no. | E (eV) |
| --- | --- |
| 1 | -4686.223 |
| 2 | -4686.775 |
| 3 | -6180.899 |
| 4 | -6183.119 |
| 5 | -6185.009 |
| 6 | -6182.478 |
| 7 | -6184.572 |
| 8 | -6186.272 |